Computed, not measured: the molecule C6H10 at a distorted geometry, with wB97M-V/def2-TZVPD.

Bonds (Å) are listed after each position.
Cartesian coordinates (Å):
1 C -0.34 -1.14 1.02  C2 1.552, C6 1.740, H7 1.094, H8 1.105
2 C -0.67 0.37 1.13  C1 1.552, C3 1.391, H9 1.075, H10 0.881
3 C -0.51 0.96 -0.12  C2 1.391, C4 1.616, C5 1.490, H11 1.127
4 C 0.34 1.49 -1.39  C3 1.616, C5 1.562, H12 1.034, H13 1.193
5 C 0.81 0.35 -0.43  C3 1.490, C4 1.562, C6 1.522, H14 1.108
6 C 0.48 -1.13 -0.52  C1 1.740, C5 1.522, H15 1.091, H16 1.145
7 H 0.22 -1.77 1.73  C1 1.094
8 H -1.11 -1.93 1.00  C1 1.105
9 H 0.15 0.81 1.66  C2 1.075
10 H -1.44 0.48 1.55  C2 0.881
11 H -1.32 0.34 -0.59  C3 1.127
12 H 0.73 2.44 -1.31  C4 1.034
13 H -0.17 1.11 -2.40  C4 1.193
14 H 1.64 0.67 0.24  C5 1.108
15 H -0.24 -1.33 -1.31  C6 1.091
16 H 1.43 -1.72 -0.25  C6 1.145

Output
Structure (SMILES): C1C[C@H]2C[C@@H]2C1
Highest occupied orbital energy, eV: -8.47
ΔE to the lowest compared entry with this formula, charge and spin, eV: 6.477
Spin multiplicity: 1
E_tot, eV: -6377.383
HOMO-LUMO gap, eV: 9.63

Here are the natural (NBO) charges for atoms 1 to 6, given in e:
1. C -0.43
2. C -0.35
3. C -0.31
4. C -0.31
5. C -0.22
6. C -0.42